Record 1
11
Properties=species:S:1:pos:R:3 method="wB97M-V/def2-TZVPD" orbital_gap_ev="2.779 / 8.605" spin_multiplicity=2 total_charge=-1 energy_ha=-628.41239 relative_energy_kj_mol=0.0 homo_energy_ha="0.0293 / -0.1879"
C -2.00297 0.36498 -1.10323
S -1.38833 0.62507 0.50727
H -3.03550 0.48027 -1.15496
H -1.54826 1.10028 -1.74029
H -1.65931 -0.58973 -1.47134
H -1.27195 1.96448 0.25801
O 3.12163 -0.30458 0.08484
C 2.55027 -0.97736 0.90849
O 1.45525 -0.60894 1.50425
H 2.93874 -1.86414 1.47302
H 0.84043 -0.19034 0.73394


Record 2
8
Properties=species:S:1:pos:R:3 method="wB97M-V/def2-TZVPD" orbital_gap_ev=9.490 spin_multiplicity=1 total_charge=0 energy_ha=-1073.89671 relative_energy_kj_mol=41.9 homo_energy_ha=-0.3411
C -0.85372 0.95851 -0.79701
C -0.52601 -0.16804 -0.14953
C 0.59406 -0.34408 0.65510
C 1.64535 -0.76026 1.05048
H -1.92600 0.92875 -1.14457
H 2.44728 -1.26540 1.61471
Cl 0.21551 2.28403 -0.95311
Cl -1.59647 -1.63352 -0.27606


Record 3
9
Properties=species:S:1:pos:R:3 method="wB97M-V/def2-TZVPD" orbital_gap_ev=9.685 spin_multiplicity=1 total_charge=0 energy_ha=-1376.31475 relative_energy_kj_mol=152.2 homo_energy_ha=-0.4396
N -0.19521 0.37352 1.00041
O 2.72171 0.69464 0.59417
O -0.63352 -1.07440 -0.92412
O -2.45327 -0.38472 0.64746
F 1.80417 -1.40609 -0.20718
F 1.32120 0.57158 -1.40746
F -1.48199 1.20260 -0.91424
S 1.52888 0.13206 0.11747
S -1.23853 -0.15029 -0.03623


Record 4
43
Properties=species:S:1:pos:R:3 method="wB97M-V/def2-TZVPD" orbital_gap_ev=5.744 spin_multiplicity=1 total_charge=-1 energy_ha=-3044.83708 relative_energy_kj_mol=496.7 homo_energy_ha=-0.1564
F -5.75249 -0.60460 0.71492
C -4.51514 -0.08973 0.57938
F -4.52652 0.75983 -0.49273
F -4.19673 0.61475 1.69680
S -3.34254 -1.54655 0.25824
C -1.73096 -0.68469 0.04811
C -1.43743 -0.60413 -1.38772
C -1.44145 0.70640 -1.94955
C -1.60478 0.83351 -3.31045
C -1.55641 -0.32709 -4.09430
N -2.30615 -0.27355 -5.30733
O -2.47141 -1.28681 -6.01406
O -2.77574 0.84116 -5.64020
C -1.24689 -1.59339 -3.54874
C -1.21757 -1.75502 -2.18370
O -3.21368 -2.33362 1.46945
O -3.86841 -2.07903 -0.97773
H -2.01225 0.31195 0.42149
H -1.35647 1.61407 -1.33408
H -1.80290 1.78148 -3.79456
H -1.10815 -2.41077 -4.24017
H -0.97931 -2.72196 -1.72221
F 6.97896 -0.93000 2.37233
C 6.13992 0.14098 2.19123
F 6.18578 0.91194 3.30680
F 6.60223 0.88014 1.15052
S 4.36635 -0.47641 1.86885
N 3.92523 1.28812 1.89311
C 3.03654 1.41549 3.05337
O 3.48308 1.44071 4.18308
C 1.65770 1.21059 2.65089
C 1.59600 1.15186 1.26047
C 0.66497 0.30244 0.65286
C -0.00349 -0.61034 1.46830
C 0.04233 -0.53826 2.85036
C 0.70591 0.54331 3.44742
S 3.06597 1.61193 0.39214
O 3.18595 3.03434 0.19857
O 3.34200 0.70525 -0.69728
H 0.32158 0.44760 -0.37259
H -0.87685 -1.23289 0.91905
H -0.50676 -1.22319 3.52226
H 0.54996 0.77416 4.49738


Record 5
18
Properties=species:S:1:pos:R:3 method="wB97M-V/def2-TZVPD" orbital_gap_ev=6.748 spin_multiplicity=1 total_charge=+1 energy_ha=-635.46361 relative_energy_kj_mol=483.7 homo_energy_ha=-0.4611
O 2.34118 0.12040 0.13169
C 1.03746 -0.23960 0.34255
C 0.82874 -1.76228 0.43253
O -0.24917 -1.79491 -0.51119
C 0.09656 -0.60268 -1.18100
C -0.95596 0.40158 -1.30689
O -0.51379 1.26957 0.03986
C -1.48907 1.28553 1.05060
Sn 3.22088 1.45881 -0.42913
H 0.74891 0.13414 1.34426
H 0.49647 -2.13236 1.41177
H 1.71597 -2.30043 0.06037
H 0.77235 -0.70333 -2.04202
H -0.86775 0.97241 -2.24402
H -1.95775 -0.00085 -1.08614
H -1.16368 1.99780 1.81776
H -2.46969 1.60917 0.66092
H -1.59165 0.28702 1.50808


Record 6
36
Properties=species:S:1:pos:R:3 method="wB97M-V/def2-TZVPD" orbital_gap_ev="8.020 / 7.661" spin_multiplicity=3 total_charge=0 energy_ha=-5171.30059 homo_energy_ha="-0.2817 / -0.2715"
Co 0.31765 1.00028 -0.68800
O 1.27331 -0.26455 3.01110
C 1.45684 0.15779 1.77756
O 0.84870 1.09692 1.30160
C 2.49014 -0.61161 0.98307
O 2.08282 -0.71712 -0.36320
C 1.32219 -1.90449 -0.63848
C -0.12920 -1.82060 -0.11268
O -0.62415 -2.81141 0.40495
O -0.69216 -0.68518 -0.29324
H 0.56349 0.24886 3.42665
H 2.66956 -1.58792 1.43658
H 3.41458 -0.03066 0.98271
H 1.82353 -2.77783 -0.21907
H 1.28646 -1.98323 -1.72491
S -0.09061 1.52605 -3.92136
C 0.31168 1.30618 -2.43116
C -3.68310 0.18942 1.35396
N -3.65226 0.40416 -0.07299
C -2.84838 1.26712 -0.72600
Se -1.67307 2.47246 0.02067
N -3.09148 1.13243 -2.04424
C -4.04544 0.15470 -2.25897
C -4.62578 -0.35450 -3.40861
C -5.57792 -1.34768 -3.24634
C -5.93012 -1.82066 -1.98145
C -5.34914 -1.31105 -0.83206
C -4.40665 -0.30876 -0.99278
H -2.98714 0.88187 1.81801
H -3.38552 -0.83501 1.57797
H -4.68677 0.37484 1.73841
H -2.53812 1.59454 -2.74974
H -4.34170 0.00560 -4.38802
H -6.06111 -1.76671 -4.11850
H -6.66875 -2.60603 -1.89672
H -5.61208 -1.68321 0.14861